Below is an isolated molecule of C19H32N2O, with properties calculated with ωB97M-V/def2-TZVPD.

Last column: natural (NBO) charge in e.
Element x y z (Å)
C1 -1.74867 -0.35351 6.33299  -0.607
C2 -0.92522 0.81487 5.80252  -0.388
C3 -1.25928 1.18712 4.35774  -0.403
C4 -2.65993 1.77512 4.19879  -0.393
C5 -2.97329 2.18464 2.75914  -0.427
C6 -2.15974 3.38886 2.27140  -0.065
O1 -0.80929 3.09508 1.98330  -0.502
C7 -0.49357 2.38923 0.86134  0.295
C8 0.85174 2.04350 0.73201  -0.261
C9 1.29474 1.34579 -0.37220  -0.186
C10 0.41401 0.97530 -1.38013  -0.067
C11 0.87528 0.21218 -2.59259  -0.238
N1 0.06432 -0.98254 -2.77538  -0.441
C12 0.22123 -1.96604 -1.72003  -0.229
C13 1.52166 -2.77315 -1.83015  -0.243
N2 1.56776 -3.41573 -3.12913  -0.453
C14 2.59944 -4.42072 -3.27428  -0.199
C15 4.05253 -3.93449 -3.19979  -0.638
C16 1.53016 -2.42429 -4.18591  -0.243
C17 0.22437 -1.62811 -4.06266  -0.216
C18 -0.92298 1.31974 -1.24679  -0.187
C19 -1.38154 2.01598 -0.14312  -0.262
H1 -2.80253 -0.09487 6.39576  0.199
H2 -1.41063 -0.63211 7.32876  0.208
H3 -1.64406 -1.21860 5.68150  0.200
H4 0.13333 0.54917 5.85445  0.199
H5 -1.07754 1.68617 6.44388  0.191
H6 -0.52883 1.91742 4.00783  0.217
H7 -1.16828 0.29950 3.72627  0.193
H8 -2.76349 2.64570 4.85142  0.191
H9 -3.40191 1.03682 4.50907  0.201
H10 -2.79083 1.33554 2.09743  0.211
H11 -4.03084 2.44912 2.68734  0.210
H12 -2.10999 4.14479 3.06073  0.192
H13 -2.64282 3.84214 1.39591  0.175
H14 1.53307 2.33602 1.51565  0.222
H15 2.34152 1.08705 -0.44989  0.209
H16 0.73227 0.83558 -3.48234  0.206
H17 1.95350 0.00345 -2.50215  0.170
H18 0.17506 -1.45664 -0.75548  0.210
H19 -0.62332 -2.65720 -1.79517  0.199
H20 1.53617 -3.54491 -1.05713  0.204
H21 2.38379 -2.10355 -1.66214  0.158
H22 2.43215 -5.16550 -2.48994  0.190
H23 2.43614 -4.90870 -4.24033  0.190
H24 4.25700 -3.47129 -2.23736  0.203
H25 4.26092 -3.21439 -3.98769  0.203
H26 4.72463 -4.77982 -3.32235  0.214
H27 1.55504 -2.93856 -5.14958  0.203
H28 2.38796 -1.72926 -4.14331  0.159
H29 0.16780 -0.87423 -4.85121  0.196
H30 -0.61367 -2.32187 -4.17995  0.199
H31 -1.61575 1.02436 -2.01986  0.221
H32 -2.42960 2.26457 -0.08292  0.209

## Properties
Charge: 0
Multiplicity: 1
SMILES: CCCCCCOc1ccc(CN2CCN(CC)CC2)cc1
ΔE to the lowest compared entry with this formula, charge and spin in kJ/mol: 20.0

Below is a structure of composition C6H23AlB2NO2, with properties calculated with ωB97M-V/def2-TZVPD.

Last column: natural (NBO) charge in e.
Element x y z (Å)
Al1 -13.23695 -5.05364 -13.55294  0.993
B1 -15.71947 -2.26708 -9.82593  -0.517
H1 -15.15931 -3.06671 -9.36651  0.066
H2 -16.03296 -1.53782 -9.09508  0.116
H3 -15.11745 -1.75776 -10.56242  0.058
H4 -16.59773 -2.70824 -10.27118  0.100
B2 -10.18375 -5.36666 -17.69793  -0.508
H5 -9.62919 -5.54129 -18.60689  0.141
H6 -11.16554 -5.77538 -17.88040  0.065
H7 -9.68337 -5.88034 -16.89171  0.092
H8 -10.20070 -4.32170 -17.42959  0.062
C1 -13.98557 -7.23120 -8.61509  -0.255
O1 -12.68343 -7.23416 -9.28248  -0.557
C2 -11.62055 -7.64813 -8.39881  -0.074
C3 -10.38011 -7.73049 -9.23911  -0.263
N1 -9.94618 -6.56378 -9.96264  -0.499
C4 -9.19823 -5.58277 -9.16715  -0.255
C5 -10.07072 -4.60323 -8.31802  -0.072
O2 -10.70512 -3.77870 -9.25283  -0.489
C6 -11.07658 -2.53281 -8.62653  -0.269
H9 -13.89018 -6.84127 -7.60169  0.179
H10 -14.32486 -8.26226 -8.51561  0.183
H11 -14.71928 -6.60648 -9.12448  0.196
H12 -11.85754 -8.62421 -7.97549  0.190
H13 -11.47812 -6.96859 -7.55855  0.166
H14 -10.68752 -8.48732 -9.96078  0.213
H15 -9.48640 -8.17248 -8.79863  0.204
H16 -9.22621 -7.02475 -10.50048  0.367
H17 -8.56432 -4.99385 -9.83004  0.220
H18 -8.48930 -6.07439 -8.50094  0.198
H19 -9.46470 -3.94831 -7.69198  0.187
H20 -10.77714 -5.08911 -7.64496  0.182
H21 -10.30087 -2.12246 -7.98001  0.184
H22 -11.92185 -2.59922 -7.94153  0.190
H23 -11.32490 -1.78644 -9.38109  0.204

## Properties
Charge: +1
Multiplicity: 1
ΔE to the lowest compared entry with this formula, charge and spin in kJ/mol: 1059.5

HOMO energy (computed, eV): -7.92 -11.69
Frontier orbital gap (computed, eV): 8.832 1.485
Energy (computed, eV): -25249.6497 -20104.9674